The following is a DFT calculation (wB97M-V/def2-TZVPD) of a 2-piece molecular cluster, C2H5NO3 overall at a distorted geometry.

* energy above the lowest of the compared OMol25 structures with the same formula, charge and spin: 133.2 kcal per mole
* SMILES string: O=[NH+][O-].C=CO
* frontier orbital gap: 8.13 eV
* HOMO energy: -9.121 eV
* calculated total energy: -359.49713 Ha

XYZ file:
```
11
Properties=species:S:1:pos:R:3:nbo_charge:R:1
N -1.97 -0.18 -0.13 0.33
C 0.65 0.44 0.08 0.14
C 1.64 -0.11 -0.60 -0.51
O -1.14 -1.06 -0.42 -0.34
O -1.94 0.90 -0.75 -0.37
O 0.37 0.27 1.40 -0.71
H -0.17 1.19 -0.37 0.21
H 0.65 -0.62 1.67 0.48
H -2.15 -0.09 0.90 0.36
H 2.26 -0.89 -0.17 0.19
H 1.80 0.15 -1.63 0.22
```

=====

The following is a DFT calculation (wB97M-V/def2-TZVPD) of C39H32BBr2MgN7O as an isolated structure at a distorted geometry.

* frontier orbital gap: 7.14 eV
* HOMO energy: -7.184 eV
* calculated total energy: -7337.15080 Ha

XYZ file:
```
83
Properties=species:S:1:pos:R:3:lowdin_charge:R:1
Mg 0.01 0.10 0.00 0.62
C 0.06 4.72 -1.88 0.00
C 0.00 3.25 -2.11 -0.24
C -0.57 2.58 -3.17 0.05
C -0.38 1.22 -2.90 -0.21
N 0.27 1.11 -1.74 0.04
N 0.50 2.33 -1.27 0.04
B 1.33 2.50 0.00 -0.51
N 2.40 1.41 0.01 0.03
N 2.12 0.10 0.00 0.06
C 3.29 -0.55 0.01 -0.20
C 4.34 0.39 0.01 0.04
C 3.72 1.62 0.01 -0.25
C 4.39 2.95 0.02 -0.02
C 3.46 -1.99 0.01 -0.15
C 2.38 -2.87 0.00 -0.03
C 2.57 -4.23 0.01 -0.08
C 3.86 -4.76 0.01 -0.09
C 4.94 -3.90 0.01 -0.08
C 4.75 -2.54 0.01 -0.02
N 0.48 2.32 1.26 0.04
N 0.27 1.10 1.73 0.04
C -0.40 1.21 2.88 -0.21
C -0.62 2.57 3.14 0.05
C -0.05 3.24 2.08 -0.24
C -0.02 4.71 1.84 0.00
C -0.72 0.06 3.71 -0.15
C -0.33 -1.22 3.31 -0.03
C -0.58 -2.31 4.12 -0.08
C -1.20 -2.14 5.35 -0.09
C -1.59 -0.88 5.75 -0.08
C -1.35 0.22 4.94 -0.02
C -0.71 0.07 -3.72 -0.15
C -1.34 0.23 -4.95 -0.02
C -1.60 -0.87 -5.75 -0.08
C -1.23 -2.14 -5.33 -0.09
C -0.61 -2.31 -4.10 -0.08
C -0.35 -1.22 -3.30 -0.03
H -0.12 5.24 -2.82 0.08
H 1.03 5.01 -1.48 0.07
H -0.72 5.01 -1.18 0.08
H -1.05 3.02 -4.02 0.11
H 1.84 3.57 0.01 0.12
H 5.39 0.22 0.02 0.10
H 5.47 2.79 0.02 0.08
H 4.12 3.52 0.90 0.09
H 4.13 3.52 -0.87 0.09
H 1.39 -2.43 0.00 0.07
H 1.73 -4.91 0.00 0.10
H 4.01 -5.83 0.01 0.10
H 5.95 -4.30 0.02 0.10
H 5.61 -1.89 0.01 0.10
H -1.12 3.01 3.98 0.11
H -0.20 5.24 2.77 0.08
H -0.81 4.98 1.14 0.08
H 0.93 5.01 1.43 0.07
H 0.18 -1.34 2.36 0.09
H -0.27 -3.29 3.80 0.10
H -1.38 -2.99 5.99 0.10
H -2.08 -0.74 6.71 0.10
H -1.65 1.20 5.28 0.11
H -1.62 1.21 -5.29 0.11
H -2.08 -0.74 -6.71 0.10
H -1.42 -3.00 -5.96 0.10
H -0.32 -3.30 -3.78 0.10
H 0.16 -1.34 -2.35 0.09
Br -3.94 2.92 -0.02 0.78
C -3.97 1.02 0.00 -0.59
C -5.16 0.31 0.00 -0.16
C -5.11 -1.06 0.00 -0.62
Br -6.76 -2.03 -0.01 0.74
C -3.89 -1.76 0.00 -0.18
C -3.77 -3.16 0.01 -0.02
C -2.52 -3.73 0.01 -0.03
C -1.39 -2.90 0.01 -0.12
N -1.47 -1.58 0.00 0.09
C -2.68 -1.01 0.00 -0.13
C -2.71 0.42 0.00 -0.41
O -1.64 1.09 -0.01 -0.13
H -6.10 0.84 0.00 0.10
H -4.66 -3.78 0.01 0.08
H -2.40 -4.80 0.01 0.11
H -0.40 -3.34 0.01 0.09
```

=====

The following is a DFT calculation (wB97M-V/def2-TZVPD) of C20H8AuBF8N10 as an isolated structure.

* energy above the lowest of the compared OMol25 structures with the same formula, charge and spin: 15.6 kcal per mole
* frontier orbital gap (spin up / spin down): 4.73 / 4.73 eV
* HOMO energy (spin up / spin down): -8.735 / -8.738 eV
* calculated total energy: -2274.15892 Ha

XYZ file:
```
48
Properties=species:S:1:pos:R:3:nbo_charge:R:1
Au -0.04 0.10 0.16 0.83
N 2.62 0.75 -1.66 -0.76
C 2.99 0.71 -0.38 0.65
N 4.27 0.89 -0.08 -0.57
C 4.56 0.91 1.21 0.61
N 5.85 1.04 1.57 -0.76
N 3.66 0.81 2.22 -0.56
C 2.43 0.61 1.83 0.47
N 2.03 0.48 0.55 -0.66
C 1.37 0.57 2.89 0.15
C 1.65 1.03 4.17 -0.19
C 0.62 1.06 5.10 -0.15
C -0.64 0.62 4.73 -0.23
C -0.82 0.16 3.43 0.05
N 0.16 0.13 2.54 -0.48
H 3.31 1.08 -2.31 0.41
H 1.65 0.95 -1.86 0.44
H 6.53 1.22 0.86 0.41
H 6.08 1.15 2.54 0.41
H 2.65 1.38 4.40 0.25
H 0.80 1.44 6.09 0.23
H -1.47 0.63 5.42 0.23
H -1.79 -0.20 3.10 0.20
F 0.22 2.14 -1.45 -0.60
B 0.60 3.22 -0.54 1.35
F 0.13 2.85 0.75 -0.59
F 2.01 3.27 -0.52 -0.58
F 0.03 4.40 -0.96 -0.55
F -0.20 -2.76 -1.92 -0.27
C -0.51 -3.98 -1.52 0.32
C 0.28 -4.99 -1.89 0.40
F 1.34 -4.73 -2.61 -0.27
C -0.01 -6.37 -1.53 -0.08
C -1.23 -6.55 -0.78 0.34
C -2.02 -5.54 -0.42 0.39
F -3.12 -5.80 0.25 -0.27
C -1.70 -4.15 -0.71 -0.04
C -2.42 -3.11 -0.22 -0.22
C -2.03 -1.75 -0.38 0.37
N -1.79 -0.63 -0.55 -0.36
C -3.62 -3.26 0.56 0.24
N -4.57 -3.29 1.21 -0.21
F -1.59 -7.78 -0.43 -0.26
C 0.80 -7.40 -1.89 -0.16
C 0.53 -8.77 -1.55 0.24
N 0.38 -9.89 -1.34 -0.21
C 2.02 -7.23 -2.64 0.24
N 2.99 -7.18 -3.24 -0.20
```

=====

The following is a DFT calculation (wB97M-V/def2-TZVPD) of C3H4FO3Tb as an isolated structure at a distorted geometry.

* energy above the lowest of the compared OMol25 structures with the same formula, charge and spin: 0.0 kcal per mole
* expectation value of S²: 16.363
* frontier orbital gap (spin up / spin down): 6.46 / 4.67 eV
* net charge: +1
* HOMO energy (spin up / spin down): -9.620 / -12.282 eV
* spin multiplicity: 8
* calculated total energy: -1266.32846 Ha

XYZ file:
```
12
Properties=species:S:1:pos:R:3:lowdin_charge:R:1
F -3.10 1.32 -1.31 0.06
O 0.47 0.54 0.93 0.05
C 1.14 -0.53 0.62 -0.65
C -0.78 0.62 -0.04 0.00
O 2.27 -0.76 1.06 -0.25
O 0.61 -1.25 -0.33 0.10
C -0.47 -0.55 -0.98 -0.07
Tb 3.56 0.07 2.97 1.20
H -0.65 1.59 -0.51 0.13
H -1.62 0.42 0.63 0.13
H -0.12 -0.22 -1.96 0.15
H -1.31 -1.25 -1.08 0.14
```

=====

The following is a DFT calculation (wB97M-V/def2-TZVPD) of C4H8IO2SiYb as an isolated structure at a distorted geometry.

* frontier orbital gap: 2.73 eV
* net charge: +1
* HOMO energy: -9.868 eV
* calculated total energy: -2053.11755 Ha

XYZ file:
```
17
Properties=species:S:1:pos:R:3:nbo_charge:R:1
C 0.31 -0.91 -1.44 -0.62
C -0.56 -1.03 -0.18 -0.38
I 0.35 -2.28 1.27 0.32
C -1.08 0.31 0.34 -0.87
Si 0.27 1.58 0.74 0.92
C 1.70 0.77 1.75 0.50
O 2.71 0.66 1.05 -0.65
O 1.45 0.45 2.91 -0.63
H 1.06 -0.13 -1.42 0.31
H 0.85 -1.84 -1.54 0.28
H -0.31 -0.86 -2.35 0.01
H -1.48 -1.61 -0.44 0.09
H -1.75 0.14 1.17 0.28
H -1.73 0.77 -0.47 0.13
H -0.36 2.66 1.52 -0.13
H 0.77 2.20 -0.51 -0.18
Yb -2.21 -0.88 -2.38 1.62
```

=====

The following is a DFT calculation (wB97M-V/def2-TZVPD) of a 7-piece molecular cluster, H14O7 overall at a distorted geometry.

* energy above the lowest of the compared OMol25 structures with the same formula, charge and spin: 40.9 kcal per mole
* SMILES string: O.O.O.O.O.O.O
* frontier orbital gap: 10.12 eV
* HOMO energy: -10.363 eV
* calculated total energy: -535.05862 Ha

XYZ file:
```
21
Properties=species:S:1:pos:R:3:nbo_charge:R:1
O 2.04 1.61 1.99 -0.97
H 1.35 1.00 2.17 0.47
H 1.69 2.18 1.31 0.49
O 1.95 -0.43 -0.03 -0.97
H 2.72 -0.06 0.32 0.51
H 2.14 -0.87 -0.86 0.49
O 0.67 2.38 -0.27 -0.96
H 0.81 1.55 -0.73 0.49
H 1.20 3.04 -0.75 0.49
O -1.15 -3.16 -2.20 -0.99
H -1.35 -2.43 -1.56 0.48
H -1.92 -3.23 -2.77 0.46
O -1.58 1.54 1.10 -0.98
H -1.26 0.64 1.33 0.48
H -0.96 1.70 0.38 0.46
O -1.90 -1.19 -0.73 -0.93
H -2.80 -0.99 -0.97 0.50
H -1.37 -0.50 -1.12 0.49
O -0.16 -0.73 1.43 -1.00
H -0.79 -1.36 1.08 0.49
H 0.64 -0.70 0.92 0.50
```